1.
DFT (the ωB97M-V functional and the def2-TZVPD basis) results for C4H8N2O2 as an isolated structure in a non-equilibrium geometry.

Calculated values
DFT total energy ... -11347.48963 eV
Molecular weight ... 116.12 u
HOMO ... -0.36023 hartree
E_LUMO ... 0.49 eV
Relative energy (zero: lowest compared OMol25 entry of this formula, charge and spin) ... 152.7 kcal per mole
HOMO-LUMO gap ... 10.290 eV

```
! wB97M-V def2-TZVPD RIJCOSX def2/J DEFGRID3
* xyz 0 1
C 1.043 0.430 2.029
C -0.342 -0.723 -0.398
C -1.286 -1.556 -1.265
C -0.644 0.804 -0.576
H 1.209 -0.615 2.561
H 1.684 1.382 2.215
H -0.151 0.682 2.353
H 2.190 0.302 0.316
H -1.352 -2.625 -0.849
H -0.535 -1.683 -2.476
H -2.424 -0.976 -1.363
H 0.028 2.468 -1.568
N 1.118 0.343 0.494
N 0.789 -1.051 0.235
O 0.063 1.370 -1.745
O -1.389 1.448 0.038
*
```

2.
DFT (the ωB97M-V functional and the def2-TZVPD basis) results for a 2-piece molecular cluster, HO5P overall in a non-equilibrium geometry.

Calculated values
DFT total energy ... -19540.54519 eV
Molecular weight ... 111.98 u
HOMO ... 0.06265 hartree
E_LUMO ... 7.06 eV
Relative energy (zero: lowest compared OMol25 entry of this formula, charge and spin) ... 27.0 kcal per mole
HOMO-LUMO gap ... 5.359 eV

```
! wB97M-V def2-TZVPD RIJCOSX def2/J DEFGRID3
* xyz -2 1
O -3.435 1.089 -0.649
O -2.875 -0.211 1.498
O -2.216 -1.175 -0.785
O 0.866 0.641 0.524
O 0.316 1.879 -0.041
P -2.745 -0.044 0.024
H 0.155 0.018 0.322
*
```

3.
DFT (the ωB97M-V functional and the def2-TZVPD basis) results for C21H25N6OPdSe3Te as an isolated structure.

Calculated values
DFT total energy ... -239977.70108 eV
Molecular weight ... 848.37 u
HOMO (spin up / spin down) ... -0.39111 / -0.39327 hartree
E_LUMO (spin up / spin down) ... -3.49 / -5.64 eV
Relative energy (zero: lowest compared OMol25 entry of this formula, charge and spin) ... 1.8 kcal per mole
HOMO-LUMO gap (spin up / spin down) ... 7.151 / 5.059 eV

```
! wB97M-V def2-TZVPD RIJCOSX def2/J DEFGRID3
* xyz 1 5
Pd 0.333 0.491 -0.591
C -0.971 -3.603 -0.623
C -0.444 -2.235 -0.884
N -0.467 -1.292 -0.002
N -0.894 -1.498 1.249
C -1.693 -0.516 1.689
O -2.246 0.328 0.952
C -1.948 -0.507 3.160
C -1.275 -1.373 4.019
C -1.479 -1.291 5.387
C -2.356 -0.347 5.904
C -3.039 0.509 5.050
C -2.838 0.427 3.681
C 0.067 -1.845 -2.202
C 0.110 -2.723 -3.275
C 0.562 -2.275 -4.504
C 0.966 -0.957 -4.633
C 0.895 -0.130 -3.528
N 0.454 -0.553 -2.342
H -1.241 -3.691 0.425
H -0.218 -4.355 -0.866
H -1.853 -3.796 -1.236
H -0.593 -2.103 3.604
H -0.956 -1.966 6.052
H -2.517 -0.287 6.972
H -3.737 1.232 5.452
H -3.370 1.072 2.996
H -0.210 -3.745 -3.144
H 0.597 -2.947 -5.350
H 1.325 -0.565 -5.573
H 1.195 0.905 -3.594
Se -2.709 0.396 -4.018
Se -2.499 0.854 -1.914
Te 1.170 2.901 -1.454
Se 3.427 2.244 -1.051
C -1.633 4.156 3.041
C -1.722 4.034 1.531
N -1.021 2.839 1.072
C 0.058 2.345 1.757
N 0.624 1.257 1.276
C 1.643 0.526 2.025
C 1.737 0.999 3.466
C 1.741 2.515 3.473
N 0.512 2.987 2.846
C -0.170 4.135 3.435
H -2.152 3.318 3.509
H -2.093 5.082 3.384
H -1.289 4.919 1.054
H -2.755 3.954 1.197
H -1.614 2.061 0.774
H 2.610 0.655 1.523
H 1.388 -0.535 1.990
H 2.643 0.604 3.924
H 0.877 0.640 4.037
H 2.615 2.907 2.942
H 1.763 2.906 4.489
H 0.327 5.059 3.118
H -0.067 4.057 4.518
*
```

4.
DFT (the ωB97M-V functional and the def2-TZVPD basis) results for C62H52I2N3NaO3P2S2Se2 as an isolated structure in a non-equilibrium geometry.

Calculated values
DFT total energy ... -267310.87400 eV
Molecular weight ... 1447.92 u
HOMO ... -0.04927 hartree
E_LUMO ... 3.55 eV
Relative energy (zero: lowest compared OMol25 entry of this formula, charge and spin) ... 17.8 kcal per mole
HOMO-LUMO gap ... 4.887 eV

```
! wB97M-V def2-TZVPD RIJCOSX def2/J DEFGRID3
* xyz -2 1
Na 0.446 -0.582 -3.234
C 9.615 -1.733 -1.527
C 8.194 -1.242 -1.641
C 7.927 0.117 -1.810
C 6.628 0.574 -1.953
C 5.583 -0.336 -1.916
C 5.821 -1.691 -1.775
C 7.129 -2.137 -1.628
S 3.894 0.243 -2.145
O 4.000 1.432 -3.033
C 3.705 0.887 -0.452
C 3.906 -0.036 0.605
C 3.751 0.346 1.897
C 3.358 1.671 2.213
C 3.179 2.083 3.556
C 2.750 3.344 3.851
C 2.474 4.252 2.806
C 2.643 3.883 1.501
C 3.100 2.583 1.162
C 3.276 2.168 -0.203
C 2.953 3.162 -1.280
C 3.920 4.154 -1.629
C 5.197 4.197 -1.012
C 6.115 5.145 -1.361
C 5.808 6.103 -2.355
C 4.592 6.082 -2.970
C 3.617 5.110 -2.627
C 2.362 5.063 -3.281
C 1.446 4.119 -2.935
C 1.735 3.190 -1.908
S 0.412 2.000 -1.632
O 1.070 0.653 -1.584
C -0.026 2.419 0.050
C -0.609 3.654 0.296
C -1.041 3.956 1.577
C -0.916 3.027 2.610
C -1.427 3.337 3.993
C -0.342 1.793 2.329
C 0.105 1.477 1.053
H 10.252 -0.990 -1.041
H 10.038 -1.935 -2.515
H 9.670 -2.659 -0.951
H 8.754 0.822 -1.837
H 6.404 1.624 -2.118
H 4.991 -2.391 -1.820
H 7.324 -3.200 -1.525
H 4.158 -1.061 0.366
H 3.890 -0.368 2.702
H 3.375 1.363 4.344
H 2.605 3.647 4.882
H 2.112 5.246 3.039
H 2.410 4.584 0.709
H 5.437 3.456 -0.259
H 7.086 5.159 -0.881
H 6.546 6.846 -2.630
H 4.349 6.803 -3.743
H 2.153 5.770 -4.076
H 0.497 4.033 -3.460
H -0.733 4.371 -0.511
H -1.499 4.920 1.777
H -1.455 4.415 4.173
H -0.794 2.880 4.757
H -2.442 2.948 4.126
H -0.251 1.051 3.117
H 0.532 0.501 0.843
Se -3.696 0.591 3.081
P -4.382 -0.310 1.276
C -5.629 0.794 0.526
C -5.235 2.041 0.035
C -6.182 2.927 -0.450
C -7.532 2.595 -0.436
C -7.931 1.373 0.077
C -6.983 0.476 0.559
C -5.297 -1.856 1.556
C -5.915 -2.484 0.476
C -6.704 -3.604 0.680
C -6.854 -4.122 1.960
C -6.217 -3.519 3.033
C -5.446 -2.377 2.833
C -3.145 -0.664 0.025
C -2.232 -1.681 -0.356
N -1.478 -1.152 -1.338
N -1.862 0.092 -1.539
N -2.871 0.406 -0.753
P -1.845 -3.398 0.024
Se -0.242 -4.231 -1.076
C -1.608 -3.590 1.816
C -1.960 -2.591 2.713
C -1.795 -2.779 4.080
C -1.271 -3.971 4.557
C -0.893 -4.967 3.661
C -1.053 -4.776 2.297
C -3.336 -4.358 -0.387
C -3.866 -5.323 0.460
C -4.876 -6.166 0.009
C -5.358 -6.045 -1.286
C -4.838 -5.068 -2.131
C -3.829 -4.230 -1.688
H -4.187 2.298 0.015
H -5.859 3.881 -0.850
H -8.268 3.292 -0.823
H -8.980 1.104 0.104
H -7.316 -0.472 0.963
H -5.779 -2.090 -0.525
H -7.180 -4.085 -0.164
H -7.462 -5.007 2.116
H -6.319 -3.930 4.030
H -4.960 -1.875 3.660
H -2.330 -1.637 2.372
H -2.076 -1.977 4.755
H -1.137 -4.120 5.622
H -0.460 -5.893 4.025
H -0.733 -5.530 1.587
H -3.498 -5.418 1.475
H -5.288 -6.915 0.676
H -6.137 -6.712 -1.641
H -5.209 -4.968 -3.145
H -3.403 -3.484 -2.352
I -1.318 1.787 -5.538
C -1.170 -0.445 -5.142
H -1.003 -0.770 -6.181
H -2.241 -0.630 -4.952
O 1.183 -1.666 0.370
H 1.011 -2.563 0.051
H 1.041 -1.130 -0.438
I 3.690 -2.203 -4.969
C 1.945 -2.620 -3.590
H 2.520 -3.075 -2.761
H 1.520 -3.484 -4.122
*
```

5.
DFT (the ωB97M-V functional and the def2-TZVPD basis) results for a 7-piece molecular cluster, C6H23NO7 overall in a non-equilibrium geometry.

Calculated values
DFT total energy ... -22416.97602 eV
Molecular weight ... 221.25 u
HOMO ... -0.33745 hartree
E_LUMO ... 0.31 eV
Relative energy (zero: lowest compared OMol25 entry of this formula, charge and spin) ... 23.4 kcal per mole
HOMO-LUMO gap ... 9.494 eV

```
! wB97M-V def2-TZVPD RIJCOSX def2/J DEFGRID3
* xyz 0 1
C 0.866 1.791 -0.551
C 2.402 1.702 -0.670
C 3.114 0.437 -0.234
C 2.698 -0.613 0.453
C 0.433 2.825 0.446
N -0.882 3.135 0.610
C -2.057 2.373 0.252
O 1.257 3.464 1.086
H 0.513 1.841 -1.586
H 0.437 0.800 -0.340
H 2.648 1.748 -1.733
H 2.867 2.540 -0.158
H 4.144 0.519 -0.548
H 1.703 -0.735 0.861
H 3.485 -1.252 0.819
H -1.048 3.924 1.215
H -2.101 1.426 0.789
H -2.037 2.208 -0.829
H -3.018 2.857 0.413
H 0.265 -2.751 -0.597
H -1.019 -3.467 -0.639
O -0.677 -2.597 -0.395
H -2.634 -1.756 -0.225
H -4.023 -2.491 -0.067
O -3.377 -2.172 -0.697
H -1.285 -1.325 1.952
H -1.188 -0.781 0.434
O -1.719 -0.880 1.224
H -1.553 -0.381 4.082
H -0.271 0.389 4.515
O -0.604 -0.305 3.943
H 0.872 -2.811 -2.571
H 1.924 -3.771 -2.389
O 1.586 -2.997 -1.917
H -1.391 -3.372 -3.209
H -1.208 -1.983 -2.718
O -0.790 -2.623 -3.314
*
```

6.
DFT (the ωB97M-V functional and the def2-TZVPD basis) results for C29H21N6O12Zr as an isolated structure in a non-equilibrium geometry.

Calculated values
DFT total energy ... -65198.33140 eV
Molecular weight ... 736.74 u
HOMO ... -0.45340 hartree
E_LUMO ... -4.09 eV
Relative energy (zero: lowest compared OMol25 entry of this formula, charge and spin) ... 0.0 kcal per mole
HOMO-LUMO gap ... 8.252 eV

```
! wB97M-V def2-TZVPD RIJCOSX def2/J DEFGRID3
* xyz 1 1
Zr 0.071 -0.274 -0.423
C 0.901 3.390 -3.078
C 2.228 3.690 -2.844
C 2.881 3.063 -1.793
C 2.182 2.157 -1.018
N 0.898 1.846 -1.258
C 0.277 2.453 -2.271
C 2.799 1.444 0.128
C 4.066 1.753 0.604
C 4.565 1.049 1.682
C 3.773 0.092 2.292
C 2.506 -0.155 1.786
N 2.048 0.485 0.696
C 1.553 -1.080 2.451
C 1.921 -1.861 3.534
C 0.964 -2.638 4.168
C -0.335 -2.596 3.700
C -0.613 -1.813 2.591
N 0.300 -1.073 1.965
H 0.344 3.849 -3.880
H 2.757 4.395 -3.469
H 3.924 3.266 -1.607
H -0.756 2.186 -2.445
H 4.650 2.535 0.147
H 5.554 1.263 2.064
H 4.131 -0.427 3.167
H 2.941 -1.876 3.888
H 1.234 -3.262 5.007
H -1.123 -3.176 4.155
H -1.607 -1.802 2.181
O -1.937 0.293 -3.914
C -1.739 -0.312 -2.907
O -0.534 -0.365 -2.293
C -2.773 -1.072 -2.111
C -2.154 -2.323 -1.453
C -3.224 -3.299 -1.017
C -3.929 -2.498 0.097
C -3.029 -1.277 0.244
O -1.700 -1.779 -0.158
C -3.256 -0.250 -0.843
C -2.415 1.006 -0.573
O -2.613 2.038 -1.144
O -1.412 0.815 0.327
H -3.612 -1.322 -2.760
H -1.301 -2.746 -1.980
H -2.759 -4.197 -0.614
H -3.881 -3.583 -1.836
H -3.990 -3.066 1.023
H -4.937 -2.188 -0.174
H -2.978 -0.850 1.242
H -4.290 0.078 -0.944
O 6.395 -5.130 0.683
N 6.269 -4.138 0.008
O 7.158 -3.534 -0.544
C 4.907 -3.603 -0.148
C 4.703 -2.514 -0.966
C 3.418 -2.021 -1.087
C 2.293 -2.575 -0.420
O 1.111 -2.084 -0.509
C 2.596 -3.691 0.393
C 3.868 -4.196 0.543
N 1.529 -4.389 1.146
O 1.881 -5.101 2.058
O 0.378 -4.205 0.813
N 3.276 -0.819 -1.922
O 4.279 -0.265 -2.296
O 2.146 -0.428 -2.200
H 5.525 -2.053 -1.495
H 4.042 -5.052 1.180
*
```